The following is a DFT calculation (ωB97M-V with the def2-TZVPD basis set) of a 2-piece molecular cluster, C33H30Br2N2O2S overall in a non-equilibrium geometry.

For the total energy, the calculation gives -7081.68633 hartree. The HOMO-LUMO gap is 0.247 Eh. As for the SMILES: CC(C)[C@@H]1CN2C(=N[C@@H]1c1ccccc1)Sc1ccccc12.COc1ccc(C=C2C=C(Br)C(=O)C(Br)=C2)cc1.

The geometry in XYZ format:
```
70
Properties=species:S:1:pos:R:3:mulliken_charge:R:1
C -0.76621 4.51419 -2.55716 -1.729
C -0.16980 3.33362 -1.78833 0.631
C 0.72848 2.51240 -2.69855 -1.267
C -1.23314 2.41950 -1.18756 0.237
C -2.19908 3.22521 -0.36414 -2.219
N -3.14889 2.31707 0.28128 0.236
C -2.77927 1.02754 0.59145 0.261
N -1.67573 0.44350 0.28017 -0.670
C -0.64164 1.26363 -0.37056 0.749
C 0.45090 1.68178 0.61156 0.299
C 1.73854 1.16599 0.43866 0.425
C 2.78595 1.58190 1.26259 -0.792
C 2.54985 2.51807 2.27628 -0.601
C 1.25355 2.99868 2.47997 -0.908
C 0.19797 2.56740 1.66234 -0.115
S -4.05974 0.30629 1.60622 -0.302
C -4.98281 1.78776 1.59254 0.269
C -6.22436 2.08036 2.16230 -0.274
C -6.81537 3.32984 1.92616 -0.625
C -6.12370 4.32368 1.20958 -0.677
C -4.84239 4.06824 0.69938 -0.682
C -4.32494 2.78847 0.86784 0.645
H -1.46212 4.16610 -3.33017 0.349
H -1.29078 5.22034 -1.90397 0.373
H 0.03999 5.06683 -3.05241 0.466
H 0.40884 3.73160 -0.93721 0.239
H 0.11954 2.00337 -3.45554 0.363
H 1.44334 3.16124 -3.21188 0.452
H 1.29990 1.76064 -2.14725 0.075
H -1.79865 1.96463 -2.02413 0.670
H -1.65904 3.80403 0.40318 0.302
H -2.77152 3.92814 -0.97774 0.903
H -0.19294 0.55511 -1.07473 0.061
H 1.91899 0.42900 -0.34968 -0.201
H 3.78702 1.18000 1.09517 0.392
H 3.37045 2.87044 2.90152 0.382
H 1.04309 3.72080 3.27208 0.395
H -0.81818 2.91761 1.86320 0.413
H -6.70689 1.31568 2.76690 0.386
H -7.81935 3.53786 2.30057 0.358
H -6.57681 5.30011 1.04334 0.365
H -4.26289 4.83173 0.17177 0.365
C 5.16952 -4.47569 3.88210 -0.821
O 5.17396 -3.41846 2.89858 -0.446
C 4.14046 -3.26967 2.03142 0.835
C 3.03387 -4.15013 1.94488 -0.467
C 2.10340 -3.96542 0.94259 -0.890
C 2.16291 -2.88093 0.02548 0.379
C 1.16773 -2.74415 -1.00606 -0.431
C 0.75287 -3.81133 -1.81356 0.847
C -0.25827 -3.61113 -2.82804 -0.477
C -0.67002 -4.61301 -3.65546 -0.369
Br -2.00678 -4.36001 -4.95148 -0.142
C -0.07836 -5.98808 -3.57159 0.687
O -0.44525 -6.90652 -4.30902 -0.622
C 0.96446 -6.16551 -2.52253 -0.655
Br 1.70929 -7.88442 -2.35275 -0.144
C 1.36384 -5.12037 -1.74303 -0.305
C 3.26134 -1.98350 0.16532 -0.286
C 4.22676 -2.18210 1.12517 -0.909
H 6.08137 -4.29937 4.45589 0.248
H 4.29436 -4.40811 4.54181 0.334
H 5.21670 -5.46241 3.40301 0.341
H 2.93511 -5.00063 2.62015 0.395
H 1.26857 -4.65982 0.85724 0.651
H 0.76056 -1.75823 -1.23782 0.164
H -0.71851 -2.62698 -2.90341 0.460
H 2.15729 -5.30416 -1.02165 0.624
H 3.34602 -1.13830 -0.51629 0.581
H 5.09661 -1.53196 1.20400 0.419
```

---

The following is a DFT calculation (ωB97M-V with the def2-TZVPD basis set) of C33H30BrErN5O9S as an isolated structure in a non-equilibrium geometry.

As for the expectation value of S²: 3.752. For the total energy, the calculation gives -6214.15726 hartree. The HOMO-LUMO gap is 0.278 Eh. Its energy above the lowest of the compared OMol25 structures with the same formula, charge and spin is 0.0 kcal/mol. As for the net charge: -1. The spin multiplicity is 4.

The geometry in XYZ format:
```
80
Properties=species:S:1:pos:R:3:mulliken_charge:R:1
Er -0.17391 -0.24710 -0.19294 0.901
O 3.40477 -0.02856 1.76990 -0.642
C 2.81235 0.95453 2.60430 -0.404
C 2.30466 2.15345 1.81690 -1.092
N 0.94835 1.97999 1.27867 0.879
C 0.81264 2.87774 0.12585 -0.397
C 1.47588 2.25658 -1.12595 0.266
O 2.07627 2.99484 -1.89821 -0.827
O 1.29314 0.99626 -1.24547 -0.552
C -0.06492 2.31122 2.28041 -0.832
C -1.49471 2.02812 1.75741 0.405
O -2.41853 2.68393 2.21798 -0.825
O -1.57254 1.09746 0.88177 -0.426
H 2.79366 -0.26056 1.05675 0.362
H 3.59751 1.27989 3.28947 0.459
H 2.00108 0.52429 3.20159 0.065
H 2.99018 2.28241 0.97626 0.470
H 2.35223 3.06686 2.42951 0.406
H 1.24792 3.86478 0.31798 0.384
H -0.24627 3.01404 -0.10266 0.345
H -0.00728 3.36217 2.59094 0.393
H 0.08802 1.69014 3.16626 0.422
O -0.89799 -2.76650 0.44966 -0.605
S -2.28148 -2.51704 0.06076 1.642
O -3.23756 -2.47739 1.14205 -0.851
N -2.20554 -1.22033 -0.83654 0.139
C -3.30193 -0.53702 -1.30339 0.400
C -4.61102 -0.98618 -1.27880 -0.667
C -5.65384 -0.20326 -1.79487 -1.038
C -5.41668 1.02989 -2.33553 -0.951
C -4.09550 1.52290 -2.39565 1.140
C -3.76817 2.78844 -2.92702 -0.649
C -2.46122 3.17732 -2.98833 -1.183
C -1.46663 2.30322 -2.51479 -0.357
N -1.72902 1.13759 -1.97504 0.086
C -3.02667 0.73677 -1.90203 0.274
C -2.77597 -3.86072 -1.01114 -0.028
C -3.81657 -4.69724 -0.64343 -0.091
C -4.21281 -5.70655 -1.50879 -0.743
C -3.57063 -5.86137 -2.72984 -0.400
C -2.52829 -5.01518 -3.08756 -0.802
C -2.12609 -4.00460 -2.22845 -0.528
H -4.82295 -1.94427 -0.82661 0.376
H -6.66603 -0.58722 -1.75154 0.382
H -6.22895 1.63391 -2.72219 0.363
H -4.56157 3.43611 -3.28245 0.399
H -2.17883 4.14008 -3.39193 0.414
H -0.42071 2.57658 -2.60438 0.777
H -4.29805 -4.54076 0.31358 0.483
H -5.02491 -6.36845 -1.23554 0.386
H -3.88726 -6.64308 -3.40948 0.375
H -2.03365 -5.14321 -4.04212 0.417
H -1.31764 -3.32384 -2.47619 0.415
N -0.38635 -3.14338 5.93299 -0.544
C -0.26005 -2.45450 4.74591 0.841
C -1.24739 -1.57697 4.30073 -1.089
C -1.06038 -0.89243 3.11796 -0.470
N 0.03516 -0.99667 2.35806 1.100
C 0.97649 -1.84453 2.78889 -0.828
C 0.88185 -2.57670 3.95179 -1.269
H -1.31537 -3.22470 6.30710 0.217
H 0.18437 -3.96291 6.04133 0.218
H -2.16254 -1.44380 4.86414 0.319
H -1.84800 -0.24648 2.75296 0.485
H 1.86045 -1.93035 2.17426 0.721
H 1.68537 -3.24532 4.23645 0.340
Br 3.36114 -6.53711 1.19872 -0.235
C 2.84323 -5.53769 -0.33413 -0.195
C 3.03340 -6.08624 -1.59161 -0.351
C 2.63921 -5.35750 -2.70507 -0.767
C 2.06086 -4.10605 -2.55527 -0.245
C 1.89768 -3.56498 -1.28876 0.115
C 2.29051 -4.28422 -0.16525 -0.186
C 1.27450 -2.20667 -1.09461 0.774
O 0.41843 -1.80485 -1.90857 -0.691
O 1.65465 -1.54769 -0.08130 -0.242
H 3.47869 -7.06580 -1.69804 0.399
H 2.78605 -5.77833 -3.69157 0.390
H 1.73206 -3.53436 -3.41379 0.508
H 2.14116 -3.85102 0.81315 0.348
```

---

The following is a DFT calculation (ωB97M-V with the def2-TZVPD basis set) of C33H30Cl2N2O4PSZn as an isolated structure in a non-equilibrium geometry.

For the total energy, the calculation gives -5125.16715 hartree. The HOMO-LUMO gap is 0.332 Eh. As for the net charge: +1.

The geometry in XYZ format:
```
74
Properties=species:S:1:pos:R:3:mulliken_charge:R:1
Zn -0.60177 0.96116 -0.09906 1.270
N 3.40183 1.42596 -0.06936 0.017
C 2.15493 1.49976 0.40724 -1.231
N 1.31633 0.75156 -0.28176 1.142
C 2.05323 0.15616 -1.28096 0.732
C 1.66833 -0.73104 -2.27746 -0.575
C 2.65533 -1.19514 -3.11996 -0.945
C 3.98453 -0.78174 -2.99106 -0.646
C 4.37703 0.11846 -2.01826 -1.053
C 3.39003 0.58116 -1.15826 0.707
H 4.18973 1.96226 0.26234 0.268
H 1.88413 2.07046 1.27364 0.718
H 0.63993 -1.04534 -2.36366 0.457
H 2.40373 -1.89504 -3.90156 0.493
H 4.71943 -1.18124 -3.67506 0.438
H 5.40283 0.43766 -1.92876 0.483
Cl -4.07447 2.83076 0.05474 -0.091
C -4.33697 1.14566 -0.44436 -0.399
Cl -2.90497 0.47066 -1.25896 -0.058
H -5.15167 1.11646 -1.16606 0.432
H -4.52967 0.53386 0.43774 0.216
C -1.82717 4.11516 -6.26036 -1.450
C -1.61227 3.97816 -4.78936 0.986
C -1.80997 5.06016 -3.93946 -0.793
C -1.62017 4.93026 -2.57506 -0.784
C -1.21997 3.71546 -2.05196 0.312
C -1.00107 2.63486 -2.88436 0.111
C -1.21807 2.75786 -4.24486 -1.144
S -0.69427 3.67946 -0.34616 1.591
O 0.72863 3.39456 -0.42616 -0.714
O -1.10997 4.87736 0.30514 -0.745
O -1.34547 2.47026 0.32574 -0.849
H -1.88117 5.16096 -6.54646 0.375
H -2.76567 3.63926 -6.54016 0.309
H -1.03257 3.62756 -6.81976 0.365
H -2.09367 6.01486 -4.35386 0.365
H -1.75487 5.75756 -1.89856 0.537
H -0.63347 1.69576 -2.46546 0.012
H -1.05767 1.91156 -4.89636 0.420
O -0.99407 -0.67114 0.77964 -0.464
P -0.31657 -1.58804 1.77254 0.238
C 0.51933 -0.61094 3.05394 0.663
C -0.27997 -0.09664 4.06874 -0.699
C 0.26563 0.74936 5.01564 -0.769
C 1.60503 1.09826 4.93994 -0.637
C 2.40593 0.57916 3.93474 -0.750
C 1.86723 -0.27914 2.99044 -0.279
C -1.58547 -2.61394 2.53284 0.524
C -1.21957 -3.59164 3.44944 -0.496
C -2.19717 -4.38534 4.01884 -0.684
C -3.52807 -4.19814 3.67524 -0.528
C -3.88817 -3.22744 2.75424 -0.657
C -2.91467 -2.43234 2.17544 -0.175
C 0.85143 -2.70564 0.96434 1.242
C 1.91603 -3.26724 1.65984 -0.377
C 2.74363 -4.17554 1.02474 -0.901
C 2.49833 -4.53904 -0.28946 -0.632
C 1.41613 -4.00404 -0.97226 -0.776
C 0.59003 -3.08854 -0.34496 -0.660
H -1.32577 -0.36884 4.11354 0.442
H -0.35587 1.14806 5.80304 0.447
H 2.01953 1.78536 5.66154 0.432
H 3.45313 0.84246 3.89174 0.455
H 2.49203 -0.68754 2.20564 0.471
H -0.17937 -3.72314 3.71094 0.364
H -1.92857 -5.15264 4.72814 0.435
H -4.28917 -4.82174 4.11894 0.404
H -4.92567 -3.09704 2.48894 0.447
H -3.16547 -1.67264 1.44964 0.263
H 2.09563 -3.00004 2.69034 0.431
H 3.57773 -4.60894 1.55614 0.461
H 3.13813 -5.26004 -0.77796 0.430
H 1.21533 -4.31464 -1.98596 0.475
H -0.26967 -2.67434 -0.85196 0.581
```